No. 1
56
Properties=species:S:1:pos:R:3:forces:R:3:nbo_charge:R:1 method="wB97M-V/def2-TZVPD" fmax_ev_per_a=2.62 e_above_lowest_kcal_mol=12.7 total_charge=0 homo_lumo_gap_ev="7.9 / 7.1" spin_multiplicity=2 homo_energy_ev="-7.518 / -7.382"
Ag -0.47141 -0.82521 0.04062 0.3 -0.6 0.6 0.905
C 0.01433 -2.88542 1.91287 0.9 -0.5 0.8 0.902
O -0.03756 -1.66627 2.25166 -0.3 -0.1 0.7 -0.738
O 0.04620 -3.11336 0.65863 -0.2 -0.6 -1.0 -0.595
O 0.13865 -3.88880 2.66705 -0.4 1.0 -0.3 -0.580
C 2.30747 1.66956 1.11038 0.8 -1.0 1.2 -0.631
C 2.92528 0.51979 0.31241 0.3 0.3 0.9 -0.059
C 4.27152 0.08584 0.93610 -0.8 0.5 -0.8 -0.070
O 4.03763 -0.28880 2.26434 0.3 0.0 0.5 -0.549
C 5.25473 -0.35276 3.00250 -0.4 -0.7 -0.5 -0.245
N 1.99890 -0.61837 0.25790 0.9 0.1 -0.6 -0.868
H 3.10596 2.28031 1.54546 -0.1 0.7 -0.9 0.208
H 1.96811 1.25107 2.06499 -0.8 -0.1 -0.4 0.229
H 1.53855 2.17206 0.53528 -0.1 0.3 0.3 0.217
H 3.13217 0.91109 -0.68850 0.0 -0.4 -0.2 0.175
H 4.97727 0.92256 0.85358 0.1 0.0 0.2 0.162
H 4.65098 -0.75346 0.33719 0.2 -0.1 0.2 0.159
H 5.62594 0.65404 3.18839 0.3 0.0 0.1 0.170
H 5.95604 -0.96589 2.42794 0.4 0.3 0.0 0.167
H 5.10195 -0.90954 3.92418 -0.3 0.3 0.1 0.200
H 2.45258 -1.28070 -0.37021 -0.4 -0.3 0.1 0.351
H 1.98887 -1.08980 1.16300 -0.2 0.2 0.1 0.407
C -5.07198 -0.49524 -0.32339 -1.8 1.2 0.2 -0.636
C -3.60050 -0.24899 -0.21018 0.8 0.0 0.9 -0.085
C -3.31586 0.40445 1.15285 0.4 -0.8 1.7 -0.070
O -1.93058 0.53113 1.48412 0.0 1.1 -1.5 -0.558
C -1.69965 1.02721 2.75794 0.3 -0.4 2.6 -0.272
N -2.80102 -1.51344 -0.36808 -1.6 1.0 -0.3 -0.825
H -5.57919 -1.07054 0.45617 0.7 -0.5 0.0 0.219
H -5.40201 -0.84440 -1.30255 0.3 -0.2 0.0 0.216
H -5.58857 0.46908 -0.19158 0.1 0.1 -0.3 0.214
H -3.35041 0.46492 -0.99792 0.4 -0.2 -0.1 0.193
H -3.68553 -0.25035 1.95921 -0.4 -0.3 -0.3 0.176
H -3.83408 1.34571 1.36631 0.0 0.2 -0.7 0.182
H -0.67048 1.21861 3.08264 0.4 -0.3 -1.4 0.215
H -1.94534 0.24962 3.49514 -0.5 0.1 0.0 0.188
H -2.15940 1.97183 3.07806 -0.8 -0.1 -0.7 0.163
H -3.26236 -2.17058 0.26226 0.4 -0.1 0.1 0.369
H -3.13378 -1.81250 -1.28625 0.5 -0.4 0.0 0.354
C 0.68186 -0.35237 -4.36872 0.3 0.2 0.0 -0.624
C 0.53562 -0.07502 -2.86557 -1.5 -0.9 -0.9 -0.075
C -0.50097 1.02632 -2.60015 0.4 -0.1 0.5 -0.063
O -0.69106 1.24060 -1.19475 0.3 0.8 -1.1 -0.568
C -1.36842 2.48152 -0.98109 -0.7 -1.3 -0.2 -0.257
N 0.01073 -1.30098 -2.21385 1.3 -0.2 0.0 -0.862
H -0.28611 -0.34091 -4.87397 0.1 0.4 -0.1 0.205
H 1.06758 -1.35941 -4.53977 0.1 0.0 0.2 0.215
H 1.42247 0.32171 -4.80558 -0.4 0.2 -0.3 0.214
H 1.53725 0.12041 -2.48803 -0.2 0.2 0.5 0.208
H -1.46174 0.69610 -3.01550 0.0 -0.1 -0.2 0.165
H -0.24721 1.97364 -3.08495 0.2 0.0 -0.1 0.181
H -2.29935 2.48032 -1.56811 0.2 0.2 -0.3 0.160
H -0.73254 3.30698 -1.29848 -0.1 0.3 0.5 0.182
H -1.72360 2.42090 0.04448 0.6 0.6 0.2 0.217
H -0.70001 -1.80348 -2.73641 -0.1 0.5 -0.3 0.368
H 0.80214 -1.94081 -2.22007 -0.2 -0.2 0.4 0.375

=====

No. 2
104
Properties=species:S:1:pos:R:3:forces:R:3:mulliken_spin:R:1 method="wB97M-V/def2-TZVPD" fmax_ev_per_a=0.53 total_charge=+2 homo_lumo_gap_ev="6.3 / 6.2" spin_multiplicity=2 homo_energy_ev="-13.013 / -12.896"
Fe -0.05651 0.44637 -0.22675 -0.5 0.1 -0.1 1.343
C 2.54233 -1.12633 -1.17886 0.0 0.0 0.0 -0.001
N 2.39468 0.11906 -0.44529 0.0 -0.1 0.0 0.061
C 2.89408 0.05943 0.91784 0.0 -0.1 0.1 -0.004
C 1.90881 -0.66874 1.79501 0.1 0.0 0.0 0.004
C 2.31221 -1.25538 2.98697 0.0 0.0 -0.1 0.000
C 1.39914 -1.97972 3.72976 -0.1 0.0 0.0 0.000
C 0.11302 -2.13134 3.23200 0.1 0.0 0.0 0.000
C -0.20984 -1.50625 2.04678 -0.1 -0.1 0.0 -0.024
N 0.64995 -0.75266 1.34698 0.1 0.0 0.0 -0.038
C 2.85580 1.29717 -1.15808 0.2 0.0 -0.1 0.003
C 1.93107 2.46127 -0.93508 0.1 0.1 0.1 0.014
C 2.17099 3.67329 -1.56779 0.0 -0.1 0.1 -0.003
C 1.37317 4.75849 -1.27209 0.0 0.1 0.0 0.002
C 0.37135 4.61151 -0.32533 0.0 -0.1 0.0 -0.005
C 0.18994 3.37142 0.24340 0.1 0.0 0.1 -0.010
N 0.93152 2.29433 -0.05732 -0.2 0.0 -0.4 -0.037
C 1.46212 -1.23170 -2.22218 0.0 0.1 0.0 0.008
C 1.28851 -2.48435 -2.95640 -0.2 0.0 -0.1 -0.005
C 0.20362 -2.64971 -3.70684 0.2 0.1 0.1 0.006
C -0.79785 -1.55524 -3.91273 0.0 -0.1 0.0 -0.005
C -0.53389 -0.28496 -3.09537 0.1 0.2 -0.1 0.029
N 0.69348 -0.23035 -2.34040 0.0 -0.1 0.1 0.016
H 2.41715 -1.96373 -0.48719 0.0 0.0 0.0 -0.001
H 3.53481 -1.24805 -1.63797 0.0 0.0 0.0 -0.001
H 3.03598 1.07640 1.29060 -0.1 0.0 0.0 -0.002
H 3.86914 -0.44122 0.98427 0.0 0.1 0.0 0.001
H 3.34002 -1.15598 3.30732 0.0 0.0 0.0 0.000
H 1.69012 -2.44003 4.66319 0.0 0.0 0.0 0.000
H -0.63208 -2.71476 3.75067 0.0 0.0 0.0 0.000
H -1.19631 -1.61929 1.61964 0.0 0.0 0.0 0.022
H 2.95557 1.09460 -2.22480 -0.1 0.0 0.0 -0.001
H 3.85398 1.59102 -0.80325 0.0 0.0 -0.1 0.000
H 2.98591 3.75573 -2.27223 0.1 0.0 0.0 0.000
H 1.54100 5.71042 -1.75624 0.0 0.0 0.0 0.000
H -0.26636 5.43314 -0.03617 0.0 0.0 0.0 0.000
H -0.57455 3.22716 0.98890 0.0 0.1 0.0 0.011
H 2.02007 -3.27072 -2.84203 0.1 -0.1 0.0 0.000
H 0.05417 -3.58169 -4.23217 0.0 -0.1 -0.1 0.000
H -0.81107 -1.30656 -4.97598 -0.1 0.0 0.0 0.000
H -0.58153 0.58938 -3.75353 0.0 -0.1 0.0 -0.002
Cl -6.24447 2.40514 -3.34701 0.0 0.0 0.0 0.000
C -4.70972 2.76269 -4.07821 0.0 0.0 0.0 0.000
C -4.17601 4.02979 -3.93924 0.1 0.0 0.0 0.000
C -2.92987 4.31048 -4.47790 0.0 -0.1 0.0 0.000
C -2.24621 3.33382 -5.18372 -0.1 0.0 0.1 0.000
C -2.81503 2.08300 -5.35292 0.0 0.0 -0.1 -0.001
Cl -1.97772 0.94764 -6.38019 0.0 0.0 0.1 0.000
C -4.04770 1.75089 -4.78571 0.0 0.2 0.1 0.001
N -4.63457 0.49502 -4.91713 -0.2 0.0 -0.3 0.000
C -3.95219 -0.70896 -4.75563 0.2 -0.3 0.3 -0.002
C -4.12206 -1.74218 -5.66995 -0.1 0.0 -0.1 0.001
C -3.50095 -3.00804 -5.56658 0.1 0.1 0.2 0.000
C -2.59712 -3.21041 -4.57786 -0.1 0.2 0.0 -0.001
C -2.29750 -2.14715 -3.61432 0.1 -0.1 0.0 0.001
C -3.13929 -0.95437 -3.64688 -0.2 0.0 -0.2 -0.004
C -3.00375 -0.06134 -2.48515 -0.1 -0.3 0.1 -0.006
C -1.55841 -0.00839 -1.94196 -0.1 0.2 -0.1 -0.044
O -1.28450 -0.88765 -0.90712 0.2 -0.2 0.1 -0.030
O -1.27957 1.25499 -1.43421 0.2 -0.1 0.0 -0.031
H -4.73529 4.78271 -3.40525 0.0 0.0 0.0 0.000
H -2.50421 5.29579 -4.36584 0.0 0.1 0.0 0.000
H -1.29139 3.54031 -5.64411 0.0 0.0 0.0 0.000
H -5.64239 0.46830 -4.96246 0.1 0.0 0.0 0.000
H -4.77468 -1.55500 -6.51450 0.0 0.0 0.0 0.000
H -3.72669 -3.76964 -6.29730 0.0 0.0 0.0 0.000
H -2.06744 -4.14808 -4.50390 0.0 -0.1 0.0 0.000
H -2.20215 -2.52405 -2.58783 0.0 0.0 -0.1 -0.002
H -3.59942 -0.53363 -1.68774 0.0 0.1 0.0 0.000
H -3.37541 0.94633 -2.64462 0.0 0.0 -0.1 0.001
C -4.46548 5.29385 0.50971 0.0 0.0 0.0 -0.005
C -3.54767 5.13178 1.53576 0.0 0.0 0.0 0.003
C -2.89653 3.91716 1.69643 0.0 0.0 0.1 0.001
C -3.14141 2.86831 0.81437 -0.1 0.0 0.1 -0.018
C -4.06251 3.03630 -0.21355 0.0 0.0 -0.1 0.003
C -4.72814 4.24444 -0.35863 0.0 0.0 0.0 0.002
Sb -2.19374 1.01702 1.13849 0.5 0.0 -0.1 -0.168
C -1.73685 1.18473 3.19246 -0.1 0.0 0.1 -0.047
C -0.43362 1.52266 3.54039 0.1 0.0 0.0 0.010
C -0.09401 1.72281 4.87097 0.0 0.0 0.0 -0.004
C -1.05977 1.57911 5.85546 0.0 0.0 0.0 0.001
C -2.36064 1.24093 5.51280 0.0 0.0 0.0 -0.004
C -2.70344 1.04805 4.18314 0.0 -0.1 0.0 0.006
C -3.84835 -0.29068 1.06655 -0.1 0.0 0.0 -0.030
C -5.07105 0.21732 1.50301 0.0 0.1 0.0 -0.003
C -6.18796 -0.60409 1.56571 0.0 0.0 0.0 -0.003
C -6.09062 -1.93616 1.19906 0.0 0.0 0.0 0.001
C -4.87568 -2.44676 0.76394 0.0 0.0 0.0 -0.001
C -3.75686 -1.63042 0.69365 0.0 0.0 0.0 0.000
H -4.99311 6.23104 0.40058 0.0 0.0 0.0 0.000
H -3.35668 5.94081 2.22707 0.0 0.0 0.0 0.000
H -2.22167 3.78996 2.53593 0.0 0.0 0.0 -0.002
H -4.28747 2.22588 -0.89747 0.0 0.0 0.0 -0.003
H -5.46391 4.35820 -1.14206 0.0 0.0 0.0 0.000
H 0.32802 1.62929 2.77208 0.0 0.0 0.0 0.001
H 0.91873 1.99037 5.13905 0.0 0.0 0.0 0.000
H -0.79925 1.73353 6.89297 0.0 0.0 0.0 0.000
H -3.10959 1.13016 6.28379 0.0 0.0 0.0 0.000
H -3.72183 0.78076 3.93159 0.0 0.0 0.0 -0.001
H -5.16578 1.25728 1.79378 0.0 0.0 0.0 0.001
H -7.13174 -0.19969 1.90456 0.0 0.0 0.0 0.000
H -6.95956 -2.57625 1.25272 0.0 0.0 0.0 0.000
H -4.79766 -3.48720 0.48105 0.0 -0.1 0.0 0.000
H -2.82795 -2.02864 0.30927 0.0 0.0 0.0 -0.002

=====

No. 3
37
Properties=species:S:1:pos:R:3:forces:R:3:nbo_charge:R:1 method="wB97M-V/def2-TZVPD" fmax_ev_per_a=5.76 e_above_lowest_kcal_mol=80.9 total_charge=-1 homo_lumo_gap_ev=8.3 homo_energy_ev=-5.461
C -0.54124 1.00350 0.23246 -1.0 4.7 -0.7 -0.054
O -1.87926 1.12235 -0.19937 0.2 -1.6 0.3 -0.867
C -0.07935 -0.36875 0.50069 0.5 -2.5 -2.8 -0.096
C 1.51001 -0.51070 0.39157 -0.8 -3.2 1.4 -0.389
C 2.20163 0.48163 1.27904 1.0 0.2 1.9 -0.274
C 3.33478 0.00149 2.29099 -1.1 0.3 -1.8 -0.590
C 2.63946 1.60423 0.38413 0.8 1.7 -2.9 -0.617
N -0.53944 -1.15828 -0.73180 1.1 -3.6 4.3 -0.870
H -0.38243 1.85189 1.04520 -0.1 -2.0 -0.8 0.171
H 0.07670 1.52121 -0.61539 -0.3 -1.2 1.1 0.094
H -0.62513 -0.85413 1.35438 1.1 0.6 -0.4 0.212
H 1.85263 -0.52759 -0.66358 -0.5 0.5 0.5 0.214
H 1.75456 -1.60257 0.69593 -0.5 1.5 -0.2 0.208
H 1.48631 0.75375 2.03554 -0.8 0.8 -0.2 0.208
H 4.23982 0.51391 2.06754 0.9 0.4 0.0 0.196
H 3.48358 -1.04130 2.18137 0.3 -1.2 -0.1 0.202
H 3.03732 0.17646 3.30077 -0.1 0.3 0.7 0.199
H 1.90760 1.62496 -0.51550 1.7 -0.3 1.1 0.212
H 2.57252 2.71456 0.59282 0.4 -1.3 1.0 0.218
H 3.74791 1.37576 0.02000 -2.3 0.6 0.4 0.195
H -1.28193 -1.86451 -0.58171 0.4 1.2 -0.1 0.403
H -0.69216 -0.58840 -1.45612 -1.2 2.3 -3.1 0.334
H -4.50192 -0.18894 -0.90084 0.1 0.7 0.1 0.456
H -2.51042 0.16937 -0.54738 -0.7 1.4 0.3 0.535
O -3.61220 -0.53069 -0.97257 1.1 0.2 -0.7 -1.141
H 0.00727 1.80647 -2.27233 -1.7 0.3 -2.7 0.455
H -0.72513 0.69413 -2.78881 -0.8 0.4 -1.0 0.457
O -0.59138 1.60907 -3.11713 2.4 -0.6 3.3 -0.917
H -3.74548 -2.36510 1.09220 0.5 1.0 1.4 0.442
H -3.87452 -1.80314 -0.45711 0.5 0.3 1.1 0.498
O -3.97043 -2.58556 0.22052 -0.8 -2.2 -1.8 -1.065
H -2.83355 2.59765 0.13326 -0.4 0.2 0.2 0.508
H -3.21000 2.50450 1.53478 -0.2 0.1 0.3 0.454
O -3.36788 3.10445 0.80043 0.5 -0.2 -0.4 -0.988
H 0.98856 -3.39163 -2.08531 1.3 -2.0 0.3 0.487
H 2.46205 -3.68058 -2.19672 0.8 0.2 -0.1 0.457
O 1.66114 -4.16945 -2.05195 -2.2 2.0 -0.1 -0.947

=====

No. 4
21
Properties=species:S:1:pos:R:3:forces:R:3:nbo_charge:R:1 method="wB97M-V/def2-TZVPD" fmax_ev_per_a=5.60 e_above_lowest_kcal_mol=28.1 total_charge=+1 homo_lumo_gap_ev=7.4 homo_energy_ev=-12.583
C 1.09696 0.70559 0.35280 4.6 1.0 -3.0 -0.069
C 1.51464 -1.81679 -0.56652 -2.2 -0.2 -0.1 0.098
C 2.22880 0.34943 -0.41038 -3.2 0.5 1.1 0.130
C 0.38824 -1.48222 0.43087 1.0 -2.7 0.9 0.361
C -0.97148 0.20355 1.42468 2.6 3.0 -1.3 0.424
C -1.54435 0.70090 -1.91412 0.4 3.7 -1.8 0.426
N 2.27186 -0.89428 -0.94985 1.6 -1.2 -0.6 -0.387
N 0.08231 -0.11734 0.65142 -1.3 -1.5 1.0 -0.383
N -1.21684 1.45732 1.79844 1.7 -2.3 -1.3 -0.666
N -0.11830 -2.28750 1.26117 0.3 -1.1 -0.2 -0.604
F -1.31469 1.63391 -0.90993 -0.8 -0.4 0.7 -0.390
F -0.56358 -0.15287 -1.87146 1.7 -1.8 -0.2 -0.336
Cl 3.45703 1.36384 -1.05475 -0.6 0.2 0.8 0.121
H 0.93971 1.71109 0.45601 -0.3 2.4 0.6 0.216
H 1.53716 -2.83510 -1.07820 -0.1 1.4 1.0 0.240
H -1.57071 -0.56349 1.77333 -1.2 -1.5 0.4 0.258
H -1.41542 1.39835 -2.77872 -0.5 -1.2 0.0 0.158
H -0.61804 2.25756 1.64876 -0.2 -0.1 -0.1 0.440
H -1.93831 1.46976 2.43104 -2.0 1.0 1.8 0.423
H 0.21905 -3.27477 1.17531 -0.5 1.1 -0.2 0.387
H -2.46405 0.17306 -1.86991 -1.1 -0.1 0.6 0.153